No. 1
Computed, not measured: 6 unconnected molecules or ions with the total composition C58H106N4O5S2 in a non-equilibrium geometry, with ωB97M-V/def2-TZVPD.

XYZ file:
```
175
C58H106N4O5S2 ωB97M-V/def2-TZVPD
C 0.356 0.158 1.876
C 0.554 1.217 1.345
C 0.673 2.367 0.483
C 1.899 2.826 0.059
C 3.181 2.158 0.517
C 3.320 0.670 0.131
C 4.794 0.210 0.159
C 4.948 -1.056 -0.696
C 1.983 3.978 -0.805
C 3.331 4.497 -1.265
C 4.136 3.539 -2.166
C 3.434 3.119 -3.450
O 4.324 2.246 -4.150
C 3.756 0.972 -4.422
C 0.814 4.613 -1.180
C 0.800 5.844 -2.056
C 0.799 5.489 -3.541
C 0.349 4.320 -4.053
C -0.450 4.141 -0.722
N -1.576 4.817 -1.094
C -2.715 4.364 -0.629
C -3.957 5.125 -1.028
C -4.811 4.340 -2.043
C -4.485 4.703 -3.495
S -4.702 3.306 -4.600
O -5.166 3.774 -5.868
O -3.459 2.579 -4.658
O -5.804 2.385 -3.914
C -2.771 3.202 0.197
C -4.109 2.699 0.724
C -4.209 1.163 0.540
S -4.485 0.355 2.150
C -4.897 -1.246 1.589
N -5.798 -1.497 0.699
N -5.791 -2.862 0.495
C -4.902 -3.336 1.301
O -4.288 -2.382 2.018
N -1.718 2.524 0.568
C -0.538 3.018 0.104
H 0.103 -0.792 2.282
H 4.064 2.698 0.204
H 3.168 2.208 1.614
H 2.824 0.419 -0.810
H 2.827 0.097 0.914
H 5.474 1.008 -0.149
H 5.019 -0.049 1.198
H 4.346 -1.839 -0.227
H 5.981 -1.399 -0.733
H 4.524 -0.870 -1.683
H 3.263 5.453 -1.775
H 3.927 4.686 -0.365
H 4.487 2.640 -1.661
H 5.037 4.081 -2.476
H 3.300 3.997 -4.090
H 2.471 2.644 -3.252
H 4.582 0.267 -4.531
H 3.096 0.633 -3.620
H 3.229 1.016 -5.381
H -0.112 6.425 -1.878
H 1.623 6.518 -1.834
H 1.139 6.265 -4.229
H -0.617 3.881 -3.804
H 0.944 3.771 -4.780
H -4.510 5.400 -0.128
H -3.626 6.054 -1.494
H -4.732 3.268 -1.864
H -5.859 4.594 -1.865
H -5.164 5.472 -3.860
H -3.455 5.026 -3.641
H -5.350 1.550 -3.694
H -4.951 3.130 0.197
H -4.117 2.927 1.794
H -5.077 0.935 -0.076
H -3.298 0.752 0.114
H -4.714 -4.395 1.353
C 4.070 -6.236 2.892
C 2.949 -5.520 3.641
C 2.349 -4.352 2.861
C 3.325 -3.217 2.548
C 3.996 -2.586 3.766
C 3.012 -1.926 4.725
H 4.916 -5.574 2.701
H 4.442 -7.081 3.474
H 3.715 -6.620 1.934
H 3.317 -5.180 4.613
H 2.154 -6.240 3.851
H 1.496 -3.956 3.420
H 1.940 -4.727 1.917
H 2.785 -2.436 1.999
H 4.100 -3.579 1.866
H 4.705 -1.830 3.416
H 4.588 -3.333 4.303
H 2.438 -1.147 4.218
H 3.545 -1.462 5.555
H 2.311 -2.649 5.146
C -12.858 -5.232 0.646
C -12.152 -3.903 0.395
C -10.748 -4.060 -0.186
C -9.757 -4.802 0.711
C -9.554 -4.188 2.095
C -8.979 -2.776 2.048
H -12.326 -5.840 1.380
H -13.866 -5.067 1.027
H -12.940 -5.809 -0.278
H -12.117 -3.326 1.324
H -12.752 -3.315 -0.305
H -10.352 -3.069 -0.425
H -10.817 -4.591 -1.141
H -8.791 -4.844 0.197
H -10.078 -5.841 0.828
H -8.870 -4.828 2.659
H -10.496 -4.184 2.652
H -8.020 -2.768 1.529
H -8.819 -2.394 3.058
H -9.648 -2.082 1.537
C 6.187 -0.322 11.750
C 6.289 -1.679 11.059
C 6.955 -1.613 9.686
C 6.218 -0.762 8.651
C 4.775 -1.182 8.380
C 4.650 -2.591 7.808
H 5.570 0.375 11.182
H 5.737 -0.427 12.738
H 7.176 0.123 11.878
H 5.293 -2.124 10.977
H 6.872 -2.352 11.693
H 7.076 -2.630 9.303
H 7.969 -1.216 9.802
H 6.779 -0.796 7.711
H 6.228 0.286 8.965
H 4.338 -0.474 7.670
H 4.178 -1.104 9.293
H 5.207 -2.681 6.872
H 3.606 -2.826 7.601
H 5.026 -3.344 8.503
C -6.194 -0.626 -2.810
C -6.051 -1.942 -3.566
C -5.364 -1.790 -4.923
C -6.103 -0.903 -5.928
C -7.532 -1.340 -6.244
C -7.615 -2.721 -6.887
H -6.820 0.084 -3.356
H -6.656 -0.789 -1.836
H -5.210 -0.170 -2.642
H -7.036 -2.401 -3.685
H -5.465 -2.632 -2.956
H -5.214 -2.784 -5.355
H -4.361 -1.378 -4.769
H -5.525 -0.878 -6.857
H -6.123 0.128 -5.564
H -7.972 -0.608 -6.926
H -8.145 -1.320 -5.339
H -7.041 -2.753 -7.815
H -8.650 -2.972 -7.125
H -7.233 -3.500 -6.224
C 10.596 2.375 -6.024
C 9.831 1.335 -5.211
C 8.349 1.665 -5.045
C 8.055 2.962 -4.292
C 8.642 3.041 -2.884
C 8.092 1.971 -1.943
H 10.588 3.353 -5.540
H 11.640 2.079 -6.144
H 10.163 2.485 -7.021
H 10.306 1.213 -4.234
H 9.916 0.367 -5.714
H 7.856 0.830 -4.538
H 7.886 1.728 -6.035
H 6.969 3.084 -4.228
H 8.419 3.813 -4.875
H 8.410 4.026 -2.467
H 9.733 2.974 -2.918
H 7.005 2.046 -1.866
H 8.510 2.087 -0.942
H 8.339 0.965 -2.287
```

## Properties
HOMO level, hartree: -0.30826
SMILES: C#Cc1c(CCCC)c(CCCOC)c(CC=C)c2nc(CCCS(=O)(=O)O)c(CCSc3nnco3)nc12.CCCCCC.CCCCCC.CCCCCC.CCCCCC.CCCCCC

=====

No. 2
Computed, not measured: 7 unconnected molecules or ions with the total composition C58H123F3N5O5S in a non-equilibrium geometry, with ωB97M-V/def2-TZVPD.

XYZ file:
```
195
C58H123F3N5O5S ωB97M-V/def2-TZVPD
C 11.382 11.956 -18.238
C 10.988 12.480 -16.863
O 11.418 13.602 -16.458
O 10.301 11.795 -16.061
H 11.510 10.874 -18.271
H 12.279 12.413 -18.657
H 10.600 12.241 -18.942
C 4.508 1.247 -20.424
C 5.928 1.635 -20.706
C 6.235 3.068 -20.593
C 5.909 3.720 -19.259
N 6.356 5.132 -19.056
C 5.906 6.031 -20.278
C 5.829 7.484 -19.680
C 5.705 7.449 -18.229
C 5.535 5.884 -17.990
C 7.898 5.207 -18.933
C 8.572 4.618 -17.734
C 9.959 5.086 -17.424
H 4.342 0.277 -20.893
H 3.727 1.814 -20.931
H 4.329 1.262 -19.349
H 6.135 1.308 -21.725
H 6.709 1.040 -20.233
H 5.625 3.543 -21.361
H 7.283 3.119 -20.890
H 6.352 3.212 -18.403
H 4.846 3.630 -19.037
H 6.547 5.838 -21.138
H 4.905 5.677 -20.527
H 6.570 8.123 -20.160
H 4.862 7.803 -20.071
H 6.609 7.767 -17.710
H 4.850 8.073 -17.968
H 5.903 5.530 -17.027
H 4.481 5.648 -18.138
H 8.032 6.285 -18.845
H 8.382 4.965 -19.879
H 8.798 3.571 -17.934
H 7.866 4.544 -16.907
H 9.972 6.176 -17.440
H 10.568 4.639 -18.210
H 10.476 4.687 -16.551
C 3.838 15.832 -20.334
C 4.160 17.250 -19.841
C 5.634 17.414 -19.386
C 6.086 18.902 -19.272
N 7.559 19.175 -18.753
C 7.688 18.601 -17.305
C 8.727 19.349 -16.566
C 8.882 20.690 -17.244
C 7.774 20.698 -18.287
C 8.658 18.545 -19.668
C 8.766 19.002 -21.138
C 9.933 18.363 -21.806
H 4.424 15.534 -21.203
H 2.791 15.948 -20.614
H 3.913 14.991 -19.645
H 3.538 17.500 -18.982
H 4.051 17.967 -20.655
H 6.186 16.902 -20.174
H 5.862 16.792 -18.520
H 5.462 19.383 -18.518
H 5.935 19.345 -20.256
H 7.910 17.536 -17.239
H 6.697 18.864 -16.935
H 9.679 18.823 -16.627
H 8.528 19.479 -15.502
H 9.895 20.634 -17.642
H 8.780 21.545 -16.575
H 7.983 21.181 -19.241
H 6.808 21.088 -17.969
H 8.343 17.512 -19.522
H 9.602 18.682 -19.140
H 8.900 20.084 -21.122
H 7.847 18.777 -21.679
H 9.861 17.295 -21.604
H 10.807 18.743 -21.277
H 10.010 18.634 -22.859
C 18.875 13.298 -6.262
C 17.373 13.637 -6.412
C 16.853 13.453 -7.888
C 15.327 13.835 -8.038
N 14.707 13.538 -9.540
C 13.137 13.644 -9.547
C 12.839 15.160 -9.452
C 14.060 15.795 -10.171
C 15.070 14.676 -10.485
C 15.120 12.150 -10.081
C 14.837 10.967 -9.133
C 15.662 9.643 -9.342
H 19.295 13.805 -5.393
H 19.490 13.665 -7.084
H 19.011 12.229 -6.099
H 17.188 14.658 -6.079
H 16.738 13.014 -5.782
H 16.954 12.400 -8.152
H 17.538 13.967 -8.562
H 15.060 14.879 -7.867
H 14.639 13.351 -7.345
H 12.768 13.303 -10.514
H 12.661 12.995 -8.811
H 11.995 15.402 -10.098
H 12.618 15.565 -8.465
H 13.847 16.101 -11.195
H 14.707 16.519 -9.677
H 14.882 14.323 -11.499
H 16.089 15.037 -10.344
H 16.159 12.283 -10.383
H 14.565 12.152 -11.019
H 13.776 10.754 -9.005
H 15.232 11.289 -8.169
H 15.296 8.891 -8.643
H 16.743 9.658 -9.210
H 15.351 9.250 -10.310
C 24.734 15.426 -23.342
C 24.278 16.629 -22.435
C 22.991 17.333 -22.855
C 22.636 18.401 -21.865
N 21.164 18.879 -22.035
C 20.922 19.741 -23.317
C 20.100 20.992 -22.989
C 19.790 20.877 -21.497
C 20.964 19.988 -20.961
C 20.032 17.767 -21.995
C 19.859 17.088 -20.655
C 18.979 15.862 -20.648
H 25.705 14.983 -23.121
H 24.852 15.589 -24.413
H 24.031 14.595 -23.274
H 25.179 17.232 -22.320
H 24.158 16.165 -21.456
H 22.173 16.614 -22.815
H 23.128 17.770 -23.844
H 23.306 19.234 -22.077
H 22.727 18.086 -20.825
H 20.446 19.029 -23.992
H 21.874 19.990 -23.785
H 19.248 21.154 -23.650
H 20.672 21.903 -23.164
H 18.878 20.340 -21.232
H 19.675 21.779 -20.897
H 20.947 19.474 -20.000
H 21.876 20.585 -20.974
H 20.193 17.012 -22.764
H 19.099 18.272 -22.247
H 19.255 17.812 -20.108
H 20.823 17.004 -20.154
H 17.955 16.041 -20.974
H 18.753 15.776 -19.585
H 19.431 14.994 -21.128
C -0.581 9.743 -9.443
C 0.673 10.702 -9.275
C 2.003 9.992 -9.288
C 3.228 10.992 -9.143
N 3.850 11.470 -10.487
C 2.850 12.317 -11.358
C 3.751 13.216 -12.208
C 4.571 13.781 -11.056
C 4.875 12.668 -10.065
C 4.690 10.300 -11.070
C 5.495 9.449 -10.117
C 6.441 8.449 -10.862
H -1.495 10.203 -9.068
H -0.595 8.829 -8.850
H -0.835 9.409 -10.450
H 0.692 11.141 -8.277
H 0.591 11.521 -9.990
H 2.171 9.364 -10.163
H 2.040 9.279 -8.464
H 3.992 10.691 -8.427
H 2.746 11.894 -8.765
H 2.245 11.600 -11.913
H 2.198 12.822 -10.645
H 4.381 12.625 -12.873
H 3.106 13.896 -12.764
H 5.487 14.222 -11.448
H 4.016 14.614 -10.624
H 5.905 12.313 -10.083
H 4.568 13.010 -9.077
H 5.429 10.769 -11.720
H 3.986 9.749 -11.694
H 4.959 8.794 -9.430
H 5.999 10.174 -9.478
H 5.977 7.888 -11.673
H 6.772 7.593 -10.274
H 7.364 8.914 -11.210
C 12.206 7.291 -23.691
F 12.715 7.603 -22.482
F 10.860 7.539 -23.550
F 12.766 8.034 -24.617
S 12.422 5.435 -24.172
O 13.839 5.092 -24.059
O 11.550 4.630 -23.343
O 11.921 5.406 -25.564
```

## Properties
Net charge: +3
Energy relative to the best compared isomer or geometry (same formula, charge and spin), eV: 10.2882
HOMO level, hartree: -0.34179

=====

Calculated total energy in order - -99730.2231, -98786.6091 eV
Calculated gap between HOMO and LUMO in order - 0.2905, 0.1776 Ha